# 1
The following is a DFT calculation (the ωB97M-V functional and the def2-TZVPD basis) of 2 unconnected molecules or ions with the total composition C4H9N3 in a non-equilibrium geometry.

Last columns: bonded neighbours and bond lengths (Å).
Atoms and positions in Å:
1 N 0.199 -0.599 2.351  N2 1.257, H11 1.026
2 N -0.171 0.030 1.327  N1 1.257, C4 1.349
3 N -2.342 -0.139 -1.414  C6 1.332, H9 1.015, H15 1.006
4 C -1.391 -0.122 0.771  N2 1.349, C6 1.366, H10 1.088
5 C 2.099 -0.013 -0.104  C7 1.504, H8 1.092, H13 1.092, H14 1.097
6 C -1.405 0.238 -0.547  N3 1.332, C4 1.366
7 C 0.811 0.558 -0.630  C5 1.504, H12 1.081, H16 1.082
8 H 2.058 -1.100 -0.006  C5 1.092
9 H -3.096 -0.781 -1.189  N3 1.015
10 H -2.202 -0.536 1.366  C4 1.088
11 H 1.169 -0.324 2.543  N1 1.026
12 H 0.645 0.257 -1.655  C7 1.081
13 H 2.392 0.416 0.857  C5 1.092
14 H 2.902 0.227 -0.812  C5 1.097
15 H -2.367 0.259 -2.338  N3 1.006
16 H 0.699 1.629 -0.519  C7 1.082

Output
Frontier orbital gap   0.31033 hartree
Energy relative to the best compared isomer or geometry (same formula, charge and spin)   130.8 kcal per mole
Multiplicity   1

Mulliken atomic charge list, values in e, 8 entries: N -1.000; N 0.405; N -0.363; C -0.265; C -1.090; C -0.073; C -0.238; H 0.322

# 2
The following is a DFT calculation (the ωB97M-V functional and the def2-TZVPD basis) of C3H8N2O2 in the gas phase in a non-equilibrium geometry.

Last columns: bonded neighbours and bond lengths (Å).
Atoms and positions in Å:
1 O -1.811 1.097 0.042  C7 1.226
2 O 1.808 -1.017 0.952  C5 1.418, H11 0.998
3 N 0.052 0.562 1.137  C5 1.452, C7 1.371, H14 1.044
4 N -1.058 -0.941 -2.064  C6 1.439, H13 1.069, H15 1.013
5 C 1.475 0.318 1.296  O2 1.418, N3 1.452, H9 1.171, H10 1.078
6 C -0.051 -0.306 -1.255  N4 1.439, C7 1.670, H8 1.127, H12 1.198
7 C -0.683 0.622 -0.019  O1 1.226, N3 1.371, C6 1.670
8 H 0.768 0.213 -1.828  C6 1.127
9 H 2.179 0.884 0.552  C5 1.171
10 H 1.939 0.469 2.257  C5 1.078
11 H 1.040 -1.641 1.081  O2 0.998
12 H 0.485 -1.308 -0.877  C6 1.198
13 H -1.274 -0.451 -2.989  N4 1.069
14 H -0.509 0.997 1.902  N3 1.044
15 H -2.000 -0.968 -1.691  N4 1.013

Output
Frontier orbital gap   0.36674 hartree
Energy relative to the best compared isomer or geometry (same formula, charge and spin)   55.0 kcal per mole
Multiplicity   1
SMILES string   NCC(=O)NCO

Mulliken atomic charge list, values in e, 8 entries: O -0.617; O -0.566; N -0.220; N -0.668; C -0.220; C -0.246; C 0.468; H 0.323

Number 1: LUMO level 0.49 eV. Number 2: LUMO level 0.75 eV.